Entry 1:
A molecular structure, C38H32BBrN8O2Pt. Source: the Open Molecules 2025 dataset; level of theory: ωB97M-V/def2-TZVPD.

M, Da: 918.52
Energy relative to the best compared isomer or geometry (same formula, charge and spin), eV: 0.000
Kohn-Sham gap, Eh: 0.235
Highest occupied orbital energy, eV: -13.21

Structure (ORCA input):
```
! wB97M-V def2-TZVPD RIJCOSX def2/J DEFGRID3
* xyz 2 1
Pt 0.037 0.376 -0.447
C 2.218 -4.399 -0.295
C 2.415 -3.071 -0.672
N 2.053 -2.067 0.111
C 1.496 -2.382 1.280
C 1.288 -3.709 1.644
N 1.643 -4.715 0.856
C 1.092 -1.260 2.160
C 1.175 -1.383 3.541
C 0.916 -0.296 4.366
C 0.642 0.925 3.750
C 0.567 0.989 2.376
N 0.719 -0.100 1.593
C 0.429 2.281 1.658
C 0.381 3.530 2.266
N 0.411 4.656 1.568
C 0.508 4.569 0.249
C 0.510 3.344 -0.402
N 0.453 2.221 0.313
C 0.988 -0.415 5.836
C 0.511 -1.553 6.477
C 0.590 -1.616 7.861
N 1.113 -0.649 8.606
C 1.578 0.433 7.989
C 1.532 0.602 6.612
H 2.528 -5.215 -0.937
H 2.870 -2.818 -1.621
H 0.785 -3.978 2.566
H 1.513 -2.309 3.982
H 0.495 1.807 4.356
H 0.317 3.626 3.341
H 0.569 5.492 -0.314
H 0.539 3.258 -1.478
H 0.056 -2.364 5.924
H 0.214 -2.482 8.392
H 2.009 1.199 8.621
H 1.949 1.496 6.167
O 2.782 1.173 -1.198
B 1.792 0.260 -1.431
O 2.064 -0.610 -2.453
C 3.343 -0.235 -2.879
C 4.103 -0.788 -3.880
C 5.354 -0.207 -4.084
C 5.793 0.867 -3.317
C 5.006 1.418 -2.307
C 3.778 0.833 -2.119
H 3.751 -1.618 -4.477
H 5.996 -0.601 -4.859
H 6.770 1.288 -3.508
H 5.341 2.253 -1.708
C -4.371 -0.215 -1.039
N -4.090 0.971 -0.263
C -5.173 1.935 -0.164
C -2.750 1.449 -0.335
C -2.153 1.670 -1.723
C -2.876 2.348 -2.701
C -2.335 2.573 -3.956
C -1.058 2.120 -4.255
C -0.320 1.438 -3.295
C -0.871 1.218 -2.036
H -5.409 -0.506 -0.888
H -3.745 -1.046 -0.700
H -4.210 -0.082 -2.118
H -5.978 1.530 0.450
H -5.600 2.205 -1.138
H -4.815 2.848 0.311
H -2.108 0.707 0.218
H -2.676 2.373 0.246
H -3.875 2.698 -2.475
H -2.911 3.100 -4.705
H -0.633 2.293 -5.234
H 0.673 1.089 -3.551
Br -0.784 -3.628 -4.524
C -0.975 -3.107 -2.737
C -1.552 -3.943 -1.797
C -1.669 -3.491 -0.491
C -1.194 -2.239 -0.167
N -0.609 -1.449 -1.083
C -0.519 -1.857 -2.354
H -1.911 -4.923 -2.081
H -2.132 -4.101 0.271
H -1.281 -1.846 0.836
H -0.069 -1.184 -3.065
*
```

***

Entry 2:
A molecular structure, C38H32BBrN8O2Pt in a non-equilibrium geometry. Source: the Open Molecules 2025 dataset; level of theory: ωB97M-V/def2-TZVPD.

M, Da: 918.52
Energy relative to the best compared isomer or geometry (same formula, charge and spin), eV: 0.842
⟨S²⟩: 6.0437
Kohn-Sham gap (spin up / spin down), Eh: 0.191 / 0.157
Highest occupied orbital energy (spin up / spin down), eV: -10.46 / -12.46

Structure (ORCA input):
```
! wB97M-V def2-TZVPD RIJCOSX def2/J DEFGRID3
* xyz 2 5
Pt 0.623 0.195 0.471
C -0.734 3.554 -2.712
C 0.036 2.909 -1.753
N -0.270 1.700 -1.315
C -1.339 1.058 -1.836
C -2.152 1.782 -2.743
N -1.846 2.978 -3.154
C -1.581 -0.322 -1.469
C -2.536 -1.073 -2.137
C -2.749 -2.425 -1.841
C -1.922 -2.970 -0.847
C -0.989 -2.202 -0.176
N -0.821 -0.874 -0.469
C -0.163 -2.808 0.857
C -0.417 -4.090 1.401
N 0.362 -4.639 2.288
C 1.432 -3.980 2.714
C 1.668 -2.689 2.255
N 0.881 -2.116 1.363
C -3.765 -3.226 -2.520
C -4.005 -4.563 -2.165
C -4.979 -5.282 -2.832
N -5.695 -4.742 -3.788
C -5.513 -3.496 -4.153
C -4.560 -2.697 -3.548
H -0.475 4.519 -3.120
H 0.917 3.388 -1.355
H -3.081 1.387 -3.124
H -3.106 -0.612 -2.923
H -1.998 -4.017 -0.618
H -1.290 -4.666 1.132
H 2.067 -4.472 3.435
H 2.498 -2.111 2.632
H -3.463 -5.064 -1.383
H -5.185 -6.314 -2.591
H -6.142 -3.125 -4.948
H -4.462 -1.683 -3.894
O 2.898 0.343 -1.582
B 1.922 -0.456 -1.036
O 1.945 -1.719 -1.560
C 2.990 -1.728 -2.453
C 3.464 -2.756 -3.239
C 4.547 -2.462 -4.054
C 5.128 -1.199 -4.069
C 4.657 -0.165 -3.274
C 3.575 -0.458 -2.470
H 3.014 -3.733 -3.216
H 4.946 -3.231 -4.695
H 5.969 -1.017 -4.718
H 5.114 0.810 -3.291
C 1.078 3.727 3.355
N -0.062 4.297 2.707
C -0.887 5.166 3.485
C -0.608 3.550 1.612
C -1.337 2.276 2.043
C -2.517 2.443 2.775
C -3.210 1.361 3.279
C -2.720 0.084 3.092
C -1.555 -0.095 2.362
C -0.882 0.986 1.814
H 1.457 4.402 4.119
H 1.868 3.562 2.620
H 0.841 2.762 3.824
H -0.270 5.962 3.904
H -1.359 4.648 4.329
H -1.659 5.616 2.867
H 0.219 3.277 0.950
H -1.301 4.201 1.070
H -2.899 3.440 2.941
H -4.119 1.520 3.840
H -3.232 -0.774 3.500
H -1.186 -1.106 2.259
Br 5.124 3.709 0.179
C 4.105 2.502 1.226
C 4.522 2.100 2.493
C 3.702 1.233 3.199
C 2.527 0.783 2.619
N 2.152 1.148 1.386
C 2.920 2.000 0.704
H 5.445 2.471 2.911
H 3.977 0.907 4.190
H 1.844 0.141 3.164
H 2.606 2.262 -0.298
*
```